ORCA calculation (the ωB97M-V functional and the def2-TZVPD basis) on a molecular structure, C9H10N2O4PtS in a non-equilibrium geometry.

Summary:
2S+1	3
DFT total energy	-34727.5236	eV
E_HOMO (alpha / beta)	-13.75 / -15.27	eV
total charge	+2
max |F|	4.92	eV/Å
LUMO energy (alpha / beta)	-7.7 / -11.1	eV
HOMO-LUMO gap (alpha / beta)	6.08 / 4.14	eV

Each line ends with the natural charge from an NBO analysis.
Atoms and positions in Å:
Pt 0.425257 0.489946 -0.027563  0.44
O 0.344310 -0.536983 -3.004159  -0.33
C 0.385259 -0.169079 -1.923278  0.46
C 0.495200 1.178646 1.837691  0.46
O 0.610440 1.650082 2.898082  -0.31
C -1.150559 1.647223 -0.406063  0.44
O -2.078203 2.304624 -0.651595  -0.33
C 1.927354 -0.761537 0.365446  0.47
O 2.791520 -1.491964 0.579807  -0.32
C 2.933674 3.088854 -1.439885  -0.40
H 3.666261 2.380048 -1.811515  0.20
H 2.258798 3.516024 -2.173930  0.20
C 2.934931 3.494417 -0.169470  -0.40
H 2.256878 4.271234 0.189142  0.21
H 3.670009 3.130002 0.551073  0.21
S -1.550210 -1.573693 1.238161  0.41
C -2.272857 -2.526658 0.039229  0.24
N -3.370878 -2.189976 -0.669160  -0.52
C -3.724713 -3.156561 -1.704743  -0.23
C -2.668723 -4.242746 -1.524815  -0.24
N -1.904284 -3.767995 -0.376732  -0.53
H -3.832397 -1.304318 -0.508703  0.44
H -3.707675 -2.697539 -2.704600  0.24
H -4.735111 -3.537994 -1.520894  0.25
H -2.033561 -4.362208 -2.417838  0.24
H -3.135675 -5.209936 -1.311818  0.25
H -1.086067 -4.230477 -0.012901  0.44

Atoms 1-6, force components in eV/Å:
Pt -0.028 0.031 -0.273
O 0.070 0.685 2.208
C 0.080 -0.159 -1.320
C 0.917 2.199 3.541
O -0.654 -2.149 -4.380
C -2.598 2.068 -0.854

---

ORCA calculation (the ωB97M-V functional and the def2-TZVPD basis) on a gas-phase ion, C8H12N3O (charge +1) in a non-equilibrium geometry.

Summary:
energy above the lowest of the compared OMol25 structures with the same formula, charge and spin	429.5	kJ/mol
DFT total energy	-14997.5284	eV
E_HOMO	-13.60	eV
total charge	+1
max |F|	5.24	eV/Å
LUMO energy	-4.8	eV
HOMO-LUMO gap	8.79	eV
SMILES string	C/[N+]1=C/C/C=C2/CCN(N2)C1=O

Each line ends with the natural charge from an NBO analysis.
Atoms and positions in Å:
C 0.205527 -1.535129 2.539398  -0.42
N 0.489538 -1.132474 1.091057  -0.33
C 1.582157 -1.417821 0.494671  0.34
C 1.607460 -1.174921 -0.989369  -0.52
C 1.009952 0.128182 -1.564695  -0.22
C -0.235846 0.475359 -1.625819  0.19
C -0.798999 1.826815 -1.627171  -0.47
C -1.599333 1.799502 -0.255940  -0.20
N -1.306321 0.372992 0.183440  -0.29
N -1.371358 -0.329797 -1.080169  -0.49
C -0.159823 0.233595 0.931020  0.81
O 0.178445 1.026481 1.705645  -0.50
H -0.018999 -2.600381 2.469084  0.24
H 0.972166 -1.341749 3.347103  0.26
H -0.611774 -0.938249 2.834324  0.24
H 2.363338 -2.021601 0.982344  0.24
H 1.005741 -1.938646 -1.399090  0.29
H 2.692493 -1.307489 -1.166905  0.26
H 1.731001 0.967355 -1.683026  0.25
H 0.051507 2.667178 -1.539170  0.23
H -1.458664 2.127113 -2.372684  0.25
H -1.288809 2.395086 0.498340  0.23
H -2.654070 1.875072 -0.328084  0.22
H -2.385330 -0.156473 -1.444306  0.40

Atoms 1-6, force components in eV/Å:
C 1.235 -0.848 -0.139
N 0.596 1.051 2.969
C -1.529 -0.377 -1.345
C 1.853 1.611 0.244
C 3.149 0.024 1.166
C -3.559 -0.434 -1.219

---

Question: What is the max |F| in the second record?
Answer: 5.24 eV/Å

---

Question: Among the records above, which one has the lowest max |F|?
Answer: C9H10N2O4PtS

---

Question: What is the formula in the second record?
Answer: C8H12N3O